DFT (the ωB97M-V functional and the def2-TZVPD basis) results for a structure of composition C19H27GaN4O2.

XYZ file:
```
53
Properties=species:S:1:pos:R:3:lowdin_charge:R:1
Ga 0.0569 0.1002 -0.2441 0.5864
N 2.0018 -0.1680 -0.8201 0.0775
C 2.9399 0.9579 -0.6326 -0.2002
C 4.2729 0.5694 -0.5668 -0.0231
C 5.2805 1.4983 -0.4266 -0.0418
C 4.9233 2.8372 -0.3650 -0.0357
C 3.5941 3.2055 -0.4307 -0.0081
C 2.5377 2.2912 -0.5593 -0.0926
C 1.1217 2.8038 -0.6166 -0.1442
C 0.9261 4.1904 -0.6576 -0.0119
C -0.3216 4.7795 -0.7331 -0.0355
C -1.4561 3.9907 -0.7812 -0.0516
C -1.2997 2.6165 -0.7216 -0.1186
C -0.0428 2.0046 -0.6334 -0.1400
H 2.3782 -0.9396 -0.2748 0.0821
H 2.0642 -0.4556 -1.7951 0.1396
H 4.5203 -0.4884 -0.6282 0.1275
H 6.3154 1.1851 -0.3701 0.1227
H 5.6817 3.6038 -0.2648 0.1236
H 3.3927 4.2620 -0.3738 0.1041
H 1.7681 4.8634 -0.6404 0.1036
H -0.3995 5.8601 -0.7589 0.1244
H -2.4430 4.4317 -0.8613 0.1195
H -2.2042 2.0327 -0.7654 0.0671
N -1.7730 -1.7469 2.4796 0.2311
C -2.4802 -2.7091 1.5364 -0.2342
C -3.5459 -1.9946 0.7082 -0.0789
C -3.0840 -1.4114 -0.6215 -0.3164
N -2.2476 -0.1927 -0.4441 0.0469
C -2.3186 -2.4418 -1.4369 -0.0860
C -1.1116 -2.9854 -0.6898 -0.2901
N 0.0012 -1.9856 -0.6558 0.0746
C -1.4859 -3.5193 0.6971 -0.0613
H -2.4478 -1.2334 3.0458 0.1759
H -1.1502 -1.0475 2.0293 0.0664
H -1.1838 -2.2686 3.1294 0.1725
H -2.9857 -3.3951 2.2096 0.1576
H -4.0557 -1.2366 1.3139 0.1364
H -4.3076 -2.7373 0.4682 0.1461
H -3.9848 -1.1410 -1.1715 0.1578
H -2.7175 0.4609 0.1744 0.1053
H -2.2417 0.2864 -1.3417 0.0925
H -2.0067 -2.0148 -2.3944 0.1374
H -2.9895 -3.2697 -1.6704 0.1461
H -0.7338 -3.8454 -1.2376 0.1568
H 0.4257 -2.0125 -1.5822 0.1196
H 0.7364 -2.3035 -0.0180 0.0846
H -0.5839 -3.7380 1.2798 0.1363
H -1.9579 -4.4858 0.5195 0.1455
O 1.8292 -1.6662 1.6085 0.0323
C 1.1831 -0.8026 2.1763 -0.3620
O 0.1096 -0.1964 1.6657 -0.1301
H 1.4994 -0.3981 3.1442 0.1629
```

Its total charge is +2. The highest occupied orbital energy comes out at -13.74 eV. The value obtained for the largest force on an atom is 0.90 eV Å⁻¹. The value obtained for the frontier orbital gap is 8.205 eV. As for the spin multiplicity: 1.

=====

DFT (the ωB97M-V functional and the def2-TZVPD basis) results for a cluster of 2 separate species, C2H2ClFO2 in total.

XYZ file:
```
8
Properties=species:S:1:pos:R:3:lowdin_charge:R:1
C -1.2895 -0.2963 0.4806 -0.5389
C 1.0442 0.2607 -0.5069 -0.4401
O -1.3291 -0.4185 -0.7022 0.0086
O -0.3441 0.2154 1.1932 -0.0454
F 1.4534 1.5019 -0.4580 0.0569
Cl 2.1424 -0.8722 0.2899 0.7153
H -2.1269 -0.4809 1.1287 0.1252
H 0.4497 0.0899 -1.4253 0.1183
```

The highest occupied orbital energy (alpha / beta) comes out at -10.31 / -10.31 eV. The value obtained for the largest force on an atom is 3.25 eV Å⁻¹. The value obtained for the frontier orbital gap (alpha / beta) is 9.052 / 9.050 eV. As for the spin multiplicity: 1.

=====

DFT (the ωB97M-V functional and the def2-TZVPD basis) results for a structure of composition C25H14F6InO2P.

XYZ file:
```
49
Properties=species:S:1:pos:R:3:lowdin_charge:R:1
In 1.3842 -1.5179 -0.6822 0.9618
O 1.1262 -3.2366 1.6806 0.0093
C 0.6980 -2.1738 1.2836 -0.3627
C -0.2534 -1.3698 2.1334 -0.2211
C -0.6903 -1.9297 3.3300 -0.0150
C -1.5571 -1.2375 4.1559 -0.0567
C -1.9947 0.0272 3.7781 -0.0599
C -1.5705 0.5860 2.5830 -0.0718
C -0.6975 -0.1029 1.7419 -0.3171
P -0.1348 0.6585 0.1650 1.0779
C 1.2724 1.6908 0.6771 -0.3866
C 1.7777 1.6998 1.9716 -0.0680
C 2.9151 2.4415 2.2716 -0.0706
C 3.5457 3.1787 1.2831 -0.0740
C 3.0460 3.1717 -0.0147 -0.0676
C 1.9249 2.4217 -0.3175 -0.1154
C -1.4787 1.8142 -0.2254 -0.3728
C -2.6754 1.2691 -0.6927 -0.0934
C -3.7496 2.0910 -0.9889 -0.0751
C -3.6310 3.4680 -0.8382 -0.0799
C -2.4390 4.0154 -0.3902 -0.0732
C -1.3620 3.1920 -0.0822 -0.0789
H -0.3245 -2.9144 3.5913 0.1205
H -1.8900 -1.6752 5.0879 0.1080
H -2.6697 0.5840 4.4160 0.1083
H -1.9242 1.5704 2.3022 0.1094
H 1.2900 1.1323 2.7542 0.1045
H 3.3059 2.4382 3.2810 0.1053
H 4.4353 3.7493 1.5170 0.1047
H 3.5453 3.7321 -0.7941 0.1083
H 1.5647 2.3875 -1.3396 0.1182
H -2.7676 0.1963 -0.8230 0.1110
H -4.6762 1.6599 -1.3450 0.1061
H -4.4675 4.1125 -1.0757 0.1046
H -2.3426 5.0873 -0.2749 0.1061
H -0.4382 3.6253 0.2781 0.1029
F 1.2730 -6.0394 -4.0572 0.1118
C 0.7740 -4.8761 -3.5664 -0.2671
C -0.4674 -4.2892 -3.9086 -0.0250
F -1.5940 -4.0330 -3.2655 0.1393
C 0.6371 -3.4881 -4.3361 -0.2303
F 0.9715 -3.2333 -5.6150 0.1251
C 0.9197 -2.4774 -3.2627 -0.2636
O 0.2799 -1.4780 -2.9749 0.0671
C 1.8228 -3.1257 -2.1942 -0.2703
F 3.0738 -3.3691 -2.7316 0.0346
C 1.0451 -4.3723 -2.2375 -0.0764
F 0.2419 -4.7034 -1.2471 0.1627
F 2.9260 -0.3579 -1.0016 -0.4147
```

The highest occupied orbital energy (alpha / beta) comes out at -8.31 / -8.31 eV. The value obtained for the largest force on an atom is 0.77 eV Å⁻¹. The value obtained for the frontier orbital gap (alpha / beta) is 6.822 / 6.822 eV. As for the spin multiplicity: 1.

=====

DFT (the ωB97M-V functional and the def2-TZVPD basis) results for a structure of composition C10H9IrN2O5.

XYZ file:
```
27
Properties=species:S:1:pos:R:3:lowdin_charge:R:1
O 1.5991 -2.1957 -1.7266 0.1104
C 0.4741 -1.9187 -1.8770 -0.0500
Ir -1.0007 2.1339 -1.8474 1.2682
C -1.3179 2.3092 0.0340 -0.3019
O -1.5197 2.7854 1.0696 0.1964
C -0.9384 3.9342 -2.4337 -0.2232
O -0.8249 5.0526 -2.6998 0.2484
C -2.3891 1.0627 -2.6132 -0.2614
O -3.3675 0.4868 -2.8238 0.2007
C 0.8627 1.8441 -1.8869 -0.3030
O 2.0261 1.8082 -1.9003 0.1805
H -0.4119 -1.0862 -2.0331 0.0771
C -0.2482 -3.4523 1.5707 0.1052
C 0.0132 -2.0151 1.3212 -0.1282
C 1.0224 -1.2101 1.7984 0.2603
C 0.8337 0.0496 1.2121 -0.1459
N -0.2651 0.0175 0.4491 0.1892
N -0.7262 -1.2375 0.5128 0.1903
C 1.5821 1.2736 1.5195 0.0964
H 0.6657 -3.8976 1.9624 0.1320
H -1.0568 -3.6051 2.3282 0.1764
H -0.5432 -3.9972 0.6508 0.1478
H 1.7893 -1.4977 2.4753 0.1862
H -1.6507 -1.4317 0.1167 0.2295
H 0.9447 2.0499 1.9422 0.1405
H 2.3690 1.0363 2.2536 0.1400
H 2.0781 1.7010 0.6255 0.1380
```

Its total charge is +3. The highest occupied orbital energy (alpha / beta) comes out at -17.77 / -20.91 eV. The value obtained for the largest force on an atom is 7.22 eV Å⁻¹. The value obtained for the frontier orbital gap (alpha / beta) is 5.059 / 3.579 eV. As for the spin multiplicity: 6.

=====

DFT (the ωB97M-V functional and the def2-TZVPD basis) results for an isolated molecule of C4H8N2.

XYZ file:
```
14
Properties=species:S:1:pos:R:3:lowdin_charge:R:1
C 0.8486 -2.0657 1.0898 -0.0744
N 0.9971 -0.8423 0.8567 -0.0674
N 0.3174 -0.1197 0.1134 -0.3029
C 0.3994 1.2707 0.4986 -0.0605
C -0.5784 1.4163 -0.9824 -0.0809
C -0.8469 -0.1713 -0.7201 -0.1665
H 0.2793 -2.8154 0.4657 0.0727
H 1.5286 -2.3779 1.9090 0.0553
H 1.4637 1.5761 0.2205 0.1154
H -0.0045 1.6811 1.4292 0.0933
H -0.0595 1.9217 -1.8853 0.0873
H -1.6835 1.9957 -1.0988 0.1179
H -0.8184 -0.9398 -1.5518 0.1059
H -1.8430 -0.5294 -0.3444 0.1049
```

The highest occupied orbital energy comes out at -8.15 eV. The value obtained for the largest force on an atom is 5.70 eV Å⁻¹. The value obtained for the frontier orbital gap is 9.218 eV. As for the spin multiplicity: 1. As for the SMILES: C=NN1CCC1.

=====

DFT (the ωB97M-V functional and the def2-TZVPD basis) results for a cluster of 2 separate species, C5H13NO3 in total.

XYZ file:
```
22
Properties=species:S:1:pos:R:3:lowdin_charge:R:1
C -0.5954 2.0527 -0.1475 -0.0019
C 0.1191 0.9443 0.6628 -0.3721
C -0.8498 -0.2549 0.8827 -0.1074
C -0.3019 -1.5514 0.3212 -0.0880
C 1.0852 -1.8629 0.7686 -0.5018
O 1.4451 -3.0145 0.1607 0.1169
O 1.9006 -1.2482 1.4091 0.1163
N 0.6704 1.4412 1.8509 0.3486
H -1.3652 2.5552 0.4343 0.1013
H 0.0939 2.8391 -0.4758 0.0950
H -0.9891 1.7131 -1.1004 0.0837
H 0.8771 0.5962 -0.0630 0.1833
H -0.8341 -0.3394 1.9740 0.1237
H -1.8533 -0.0806 0.5068 0.1335
H -0.2710 -1.6346 -0.7713 0.1446
H -1.0435 -2.3440 0.4548 0.1514
H 2.3792 -3.1998 0.0105 0.1407
H 0.6163 0.7760 2.6305 0.1574
H 1.6009 1.8572 1.8184 0.1744
H -0.6223 0.6974 -3.2051 0.0118
H -0.9233 0.0769 -4.5292 0.0487
O -1.1388 -0.0189 -3.5929 -0.0604
```

Its total charge is +1. The highest occupied orbital energy (alpha / beta) comes out at -14.62 / -14.62 eV. The value obtained for the largest force on an atom is 2.99 eV Å⁻¹. The value obtained for the frontier orbital gap (alpha / beta) is 11.513 / 6.167 eV. As for the spin multiplicity: 2.

=====

DFT (the ωB97M-V functional and the def2-TZVPD basis) results for a structure of composition C16H32Br5ClCsFK2O9PS.

XYZ file:
```
69
Properties=species:S:1:pos:R:3:lowdin_charge:R:1
C -0.8689 1.1566 1.1196 -0.2185
C -1.3396 0.8708 -0.2990 -0.4607
C -2.7715 0.3463 -0.2645 -0.0991
C -1.1223 2.0344 -1.2929 -0.1734
C -1.4534 3.5052 -0.7921 -0.2724
C -3.0388 3.6341 -0.7348 -0.0804
C -0.9333 4.5953 -1.8266 -0.2209
O 0.4090 5.0038 -1.6483 -0.0199
C 0.6740 5.6224 -0.4700 -0.3667
O 1.2844 6.8939 -0.5422 0.1400
C 1.5322 7.0808 0.8056 -0.5169
O 1.1667 7.9694 1.4746 0.2354
O 2.2104 5.9435 1.2217 0.0352
C 1.6768 4.8896 0.4554 -0.4410
P 2.8544 3.6939 -0.2787 0.5273
S 2.7098 2.0808 0.8350 0.2486
H -1.7114 1.5575 1.7248 0.0600
H -0.0795 1.8864 1.0852 -0.0881
H -0.5301 0.2605 1.6224 0.0308
H -0.7424 0.0018 -0.6597 0.0020
H -3.4623 1.0843 0.1465 0.0639
H -2.8798 -0.5799 0.3289 0.0601
H -3.1228 0.0498 -1.2582 0.0785
H -1.8178 1.8333 -2.1005 -0.0367
H -0.1320 2.0112 -1.7494 0.1373
H -1.1294 3.7078 0.2291 0.0757
H -3.5617 2.8494 -1.2821 0.0324
H -3.3220 3.5077 0.3066 0.0822
H -3.3748 4.6250 -1.0285 0.0892
H -1.5841 5.4664 -1.9043 0.1153
H -0.9353 4.1467 -2.8083 0.0267
H -0.2193 5.7573 0.1658 0.1709
H 1.0776 4.2244 1.0382 -0.0330
H 4.1339 4.2452 -0.4048 0.0037
H 2.3759 3.3878 -1.5530 -0.0160
Cl -0.2480 -1.7174 0.3192 -0.3637
K -0.1389 3.1931 2.4984 0.8932
O 4.3568 7.8716 2.2260 -0.6334
H 3.5801 7.3888 1.9320 -0.2543
C 6.8122 1.3018 2.0406 -1.6562
Br 5.5011 0.1194 2.7824 0.5698
Br 7.2470 0.8189 0.2268 0.5402
Br 6.2953 3.1512 2.1714 0.5596
H 7.7150 1.1906 2.6204 -0.0456
K -2.4693 2.9069 -3.3379 1.0340
Cs -1.5530 -3.9057 0.4340 0.7744
F 3.0219 -0.7097 0.6170 -0.8883
Br -4.3363 -6.9703 3.7195 0.6147
C -5.4881 -6.1968 5.0797 -0.6980
C -6.7844 -5.7010 4.4976 -0.6996
Br -6.5525 -4.0261 3.5376 0.6103
H -4.9191 -5.4095 5.5618 0.0512
H -5.6741 -6.9982 5.7905 0.0580
H -7.4960 -5.4835 5.2903 0.0574
H -7.2216 -6.4049 3.7980 0.0494
O -1.1760 6.4122 -4.2191 -0.5847
H -0.3749 6.8394 -3.8957 -0.1712
C 0.8750 -10.2041 -3.6555 -0.0454
O 2.2061 -9.8510 -3.2800 0.0028
C 2.3170 -8.6379 -2.7335 -0.6299
O 1.4106 -7.8677 -2.5488 0.1186
O 3.5910 -8.4296 -2.4325 0.0084
C 3.8591 -7.1505 -1.8344 -0.0201
H 0.9345 -11.2018 -4.0799 0.0914
H 0.2201 -10.2170 -2.7864 0.0952
H 0.4895 -9.5133 -4.4027 0.0963
H 3.3210 -7.0466 -0.8956 0.0982
H 3.5882 -6.3453 -2.5123 0.1011
H 4.9269 -7.1231 -1.6460 0.0951
```

Its total charge is -1. The highest occupied orbital energy comes out at -2.16 eV. The value obtained for the largest force on an atom is 4.80 eV Å⁻¹. The value obtained for the frontier orbital gap is 2.386 eV. As for the spin multiplicity: 1.

=====

DFT (the ωB97M-V functional and the def2-TZVPD basis) results for a structure of composition C19H15N4SSiSn.

XYZ file:
```
41
Properties=species:S:1:pos:R:3:lowdin_charge:R:1
Sn 1.2693 -0.3099 0.3928 1.0325
S 3.6418 -0.8046 0.3679 0.6514
C 3.3499 -0.6607 2.1036 -0.7199
C 4.3159 -0.7477 3.0924 -0.0492
C 3.9063 -0.6296 4.4095 -0.0119
C 2.5620 -0.4373 4.7201 -0.0259
C 1.6527 -0.3612 3.6913 -0.0816
N 2.0515 -0.4639 2.4168 -0.1446
H 5.3520 -0.9053 2.8313 0.1239
H 4.6393 -0.6910 5.2028 0.1273
H 2.2294 -0.3468 5.7431 0.1207
H 0.5945 -0.2118 3.8582 0.1310
N 1.2747 1.7274 0.5410 -0.0290
C 1.7129 2.8069 0.3034 -0.2931
N 2.1493 3.9507 0.1774 0.1304
C 2.0775 4.7607 -0.8705 -0.3393
N 2.0392 5.5001 -1.7531 0.1351
C -2.3729 -4.4782 -2.3590 -0.0543
C -1.2975 -3.7262 -2.8165 -0.0633
C -0.9276 -2.5739 -2.1460 -0.1081
C -1.6220 -2.1636 -1.0041 -0.3565
C -2.6976 -2.9336 -0.5509 -0.1028
C -3.0713 -4.0853 -1.2274 -0.0624
Si -1.2886 -0.5600 -0.1592 0.6724
C -1.4975 1.0715 -0.9822 -0.3843
C -0.8046 1.4180 -2.1459 -0.1209
C -1.0121 2.6466 -2.7460 -0.0592
C -1.9281 3.5370 -2.1973 -0.0470
C -2.6318 3.2022 -1.0502 -0.0573
C -2.4136 1.9763 -0.4385 -0.0992
H -2.6646 -5.3753 -2.8886 0.1149
H -0.7508 -4.0406 -3.6952 0.1137
H -0.0867 -1.9959 -2.5159 0.0955
H -3.2470 -2.6419 0.3372 0.1012
H -3.9043 -4.6752 -0.8698 0.1138
H -1.6736 -0.5596 1.2678 -0.0035
H -0.0864 0.7311 -2.5849 0.0987
H -0.4601 2.9176 -3.6357 0.1165
H -2.0880 4.4981 -2.6672 0.1175
H -3.3416 3.8989 -0.6253 0.1142
H -2.9497 1.7358 0.4725 0.1021
```

Its total charge is +1. The highest occupied orbital energy comes out at -12.10 eV. The value obtained for the largest force on an atom is 0.55 eV Å⁻¹. The value obtained for the frontier orbital gap is 7.879 eV. As for the spin multiplicity: 1.

=====

What is the spin multiplicity in the fifth record?
1

=====

Which formula does entry 4 have?
C10H9IrN2O5